(1)
{"formula": "C4H8N2", "method": "the ωB97M-V functional and the def2-TZVPD basis", "elements": ["C", "C", "C", "C", "N", "N", "H", "H", "H", "H", "H", "H", "H", "H"], "coordinates": [[1.47439, -0.14193, 0.05170], [0.24745, -0.57805, -0.01555], [1.76504, 1.34611, -0.09669], [-0.87017, -1.53765, -0.01924], [-2.34879, 0.45218, -0.08790], [-1.36669, 1.11212, 0.07964], [2.17663, -0.94347, 0.20800], [2.37915, 1.46751, -0.91347], [0.91228, 1.83875, 0.04728], [2.50083, 1.48177, 0.80720], [-0.67737, -2.52924, -0.62761], [-1.89119, -1.10040, -0.28245], [-1.10061, -1.83937, 1.12579], [-3.20096, 0.97167, -0.27668]], "total_energy_ev": -7252.07590, "e_homo_ev": [-7.46, -7.49], "charge": 0}

***

(2)
{"formula": "C4H8N2", "method": "the ωB97M-V functional and the def2-TZVPD basis", "elements": ["C", "C", "C", "C", "H", "H", "H", "H", "H", "H", "H", "H", "N", "N"], "coordinates": [[2.04689, 0.01812, -0.03451], [-0.23072, 1.20339, 0.20939], [-1.62824, 0.39057, -0.07423], [-1.22052, -0.88946, 0.07151], [2.36537, 0.18736, 1.13649], [2.13282, -1.10126, -0.15850], [2.85472, 0.59078, -0.39843], [-0.11317, 1.93886, -0.44628], [-0.01373, 1.33534, 1.44597], [-2.01480, 0.57116, -1.21561], [-2.58204, 0.94380, 0.26694], [-1.88655, -1.78885, 0.42317], [0.64821, 0.09178, -0.39201], [0.13078, -1.09363, 0.09391]], "total_energy_ev": -7253.42163, "e_homo_ev": -8.25, "charge": 0}

***

(3)
{"formula": "C4H8N2", "method": "the ωB97M-V functional and the def2-TZVPD basis", "elements": ["C", "C", "C", "C", "N", "N", "H", "H", "H", "H", "H", "H", "H", "H"], "coordinates": [[0.28897, 1.08038, 0.67567], [1.13989, -0.09761, 0.89190], [-0.94103, 0.29345, -0.48066], [0.32241, -1.04738, -0.08778], [-2.14211, 0.05556, -0.09263], [0.94955, -1.46805, -1.17577], [-2.82215, 0.39525, -0.77721], [0.60121, -0.99920, -2.01627], [-0.34075, 1.38785, 1.50503], [0.68122, 1.86966, 0.04078], [1.10233, -0.50811, 1.89979], [2.16253, 0.01213, 0.53993], [-0.72510, 0.74595, -1.46055], [-0.27696, -1.71988, 0.53777]], "total_energy_ev": -7252.21958, "e_homo_ev": [-7.43, -8.87], "charge": 0}

***

(4)
{"formula": "C4H8N2", "method": "the ωB97M-V functional and the def2-TZVPD basis", "elements": ["C", "C", "N", "C", "C", "N", "H", "H", "H", "H", "H", "H", "H", "H"], "coordinates": [[1.95775, 0.02873, 0.27189], [0.54140, 0.45890, 0.03647], [-0.19502, -0.27238, -0.89510], [-1.62142, -0.12970, -0.86488], [-2.19711, -0.27184, 0.56957], [-1.56906, -0.07624, 1.53184], [2.61535, 0.23027, -0.58886], [2.02507, -1.04865, 0.48278], [2.38094, 0.56190, 1.13041], [-0.35198, 0.21361, 1.94733], [0.35844, 1.53235, -0.03198], [0.07122, -1.25669, -0.88888], [-2.09836, -0.85229, -1.53163], [-1.91722, 0.88202, -1.16897]], "total_energy_ev": -7253.48019, "e_homo_ev": -6.94, "charge": 0}